ORCA calculation (ωB97M-V with the def2-TZVPD basis set) on one molecule with the formula C5H8N2.

Calculated values
Energy above the lowest of the compared OMol25 structures with the same formula, charge and spin = 93.1 kcal/mol
Frontier orbital gap = 9.4179 eV
Spin multiplicity = 1
HOMO level = -8.777 eV
F_max = 1.127 eV Å⁻¹
Calculated total energy = -304.687104 a.u.

Positions of all 15 atoms, in Å:
N (-1.05, -1.19, -0.90)
N (2.59, 1.10, 1.11)
C (1.98, 0.57, 0.29)
C (1.17, -0.12, -0.72)
C (-0.65, -1.18, 0.81)
C (-0.96, 1.22, -0.22)
C (-0.34, -0.17, -0.38)
H (1.53, -1.14, -0.85)
H (-1.27, -0.66, 1.54)
H (-1.22, -2.08, 0.48)
H (1.28, 0.40, -1.68)
H (-0.41, 1.86, 0.49)
H (0.31, -1.51, 1.20)
H (-2.00, 1.15, 0.09)
H (-0.93, 1.70, -1.20)


ORCA calculation (ωB97M-V with the def2-TZVPD basis set) on one molecule with the formula C5H8N2.

Calculated values
SMILES = C[C@H]1CN=C=CN1
Energy above the lowest of the compared OMol25 structures with the same formula, charge and spin = 70.9 kcal/mol
Frontier orbital gap = 8.9580 eV
Spin multiplicity = 1
HOMO level = -8.580 eV
F_max = 0.613 eV Å⁻¹
Calculated total energy = -304.722548 a.u.

Positions of all 15 atoms, in Å:
N (0.45, -0.74, -1.10)
N (1.61, 1.35, 0.20)
C (-1.36, -0.65, 0.54)
C (1.57, -1.02, -0.24)
C (1.95, 0.16, 0.21)
C (-0.51, 0.16, -0.44)
C (0.14, 1.41, 0.32)
H (-0.19, 1.40, 1.36)
H (-1.78, -1.53, 0.06)
H (-2.17, -0.04, 0.96)
H (0.72, -0.38, -2.01)
H (1.84, -2.02, 0.07)
H (-1.16, 0.55, -1.23)
H (-0.73, -0.99, 1.38)
H (-0.17, 2.36, -0.13)


ORCA calculation (ωB97M-V with the def2-TZVPD basis set) on one molecule with the formula C5H8N2.

Calculated values
SMILES = CC1(C)N[C@H]1C#N
Energy above the lowest of the compared OMol25 structures with the same formula, charge and spin = 29.7 kcal/mol
Frontier orbital gap = 10.8992 eV
Spin multiplicity = 1
HOMO level = -10.013 eV
F_max = 1.024 eV Å⁻¹
Calculated total energy = -304.788184 a.u.

Positions of all 15 atoms, in Å:
N (-0.50, -3.23, -0.24)
N (0.32, 0.02, -1.48)
C (1.01, -0.19, 1.00)
C (-0.57, 1.67, 0.16)
C (0.05, 0.31, -0.07)
C (-0.77, -0.70, -0.82)
C (-0.62, -2.10, -0.49)
H (0.21, 2.44, 0.08)
H (1.31, 0.64, 1.66)
H (-1.01, 1.73, 1.16)
H (1.93, -0.60, 0.57)
H (0.56, -0.98, 1.61)
H (-1.77, -0.44, -1.17)
H (-1.34, 1.88, -0.58)
H (1.13, -0.59, -1.58)


ORCA calculation (ωB97M-V with the def2-TZVPD basis set) on one molecule with the formula C5H8N2.

Calculated values
SMILES = N#C[C@H](N)C1CC1
Energy above the lowest of the compared OMol25 structures with the same formula, charge and spin = 60.9 kcal/mol
Frontier orbital gap = 10.6706 eV
Spin multiplicity = 1
HOMO level = -9.906 eV
F_max = 2.028 eV Å⁻¹
Calculated total energy = -304.738435 a.u.

Positions of all 15 atoms, in Å:
N (0.24, 2.37, 0.65)
N (2.07, -0.70, -0.21)
C (-1.50, 0.63, -0.12)
C (-1.46, -1.01, -0.23)
C (-0.29, -0.14, -0.41)
C (0.92, 1.43, 0.68)
C (0.97, -0.06, 0.46)
H (-1.70, -1.39, 0.76)
H (2.40, -0.17, -1.01)
H (-1.86, 1.39, -0.82)
H (2.86, -0.89, 0.40)
H (-1.75, 0.88, 0.91)
H (0.82, -0.55, 1.42)
H (-1.68, -1.74, -1.02)
H (-0.03, -0.04, -1.47)